Record 1
Here is the molecule C5H13NS2 in a non-equilibrium geometry from OMol25. Energies are from ωB97M-V with the def2-TZVPD basis set.

## Properties
- 2S+1 = 1
- DFT total energy (Ha) = -1049.37393
- SMILES = CCCSSCCN
- LUMO (hartree) = 0.0225
- Kohn-Sham gap (eV) = 9.4
- ΔE to the lowest compared entry with this formula, charge and spin (eV) = 1.7108
- HOMO energy (Eh) = -0.32278
- M (g mol⁻¹) = 151.30
- largest force on an atom (eV/A) = 4.7

```
21
Properties=species:S:1:pos:R:3:forces:R:3:mulliken_charge:R:1
S 1.084053 1.257596 0.994082 -1.225 -0.120 -0.711 -0.11
S -0.929449 1.550860 0.426103 0.742 -0.095 0.762 -0.12
N 4.098636 -0.438073 -0.227036 -4.009 -0.739 -2.315 -0.55
C 1.662241 -0.063536 -0.180216 -0.712 0.322 0.691 -0.37
C -1.972413 0.478769 1.489707 -0.547 -2.368 -0.975 -0.57
C -3.128006 -0.210319 0.586155 2.536 1.643 -0.267 -0.66
C -2.655688 -0.632741 -0.824406 -1.969 -0.423 0.597 -0.63
C 2.981297 0.326725 -0.868404 0.112 -1.981 -1.307 -0.47
H 3.150366 1.394988 -1.082991 -0.197 -0.094 0.968 0.31
H 1.663481 -0.975910 0.464789 0.753 0.574 -0.881 0.33
H -2.519320 1.058687 2.240718 0.722 -0.195 0.183 0.37
H -3.541173 -1.023562 1.118769 -0.187 -1.010 0.669 0.42
H 4.347892 -0.001739 0.564751 1.168 1.837 3.605 0.18
H 0.915701 -0.256492 -0.961982 -0.125 0.445 0.463 0.15
H -2.717231 0.141730 -1.598123 -1.415 -0.117 0.040 0.32
H -3.252170 -1.604363 -1.004535 1.643 1.476 -0.619 0.27
H -1.405675 -0.431498 1.873958 -0.272 1.698 -0.052 0.27
H 2.823485 -0.039256 -1.931171 0.643 -0.070 1.128 0.31
H -1.598833 -0.582472 -0.859008 1.400 -1.636 0.400 0.03
H -3.864487 0.532640 0.583226 -1.478 0.993 -0.533 0.33
H 4.857293 -0.482035 -0.804384 2.415 -0.140 -1.845 0.21
```
Positions in Å, forces in eV/Å.

Record 2
Here is a structure of composition C42H35IrNOP2SSi in a non-equilibrium geometry from OMol25. Energies are from ωB97M-V with the def2-TZVPD basis set.

## Properties
- 2S+1 = 2
- DFT total energy (Ha) = -3225.64096
- LUMO (spin up / spin down) (hartree) = -0.2502 / -0.2985
- Kohn-Sham gap (spin up / spin down) (eV) = 6.2 / 4.9
- ΔE to the lowest compared entry with this formula, charge and spin (eV) = 0.0000
- total charge = +2
- HOMO energy (spin up / spin down) (Eh) = -0.47747 / -0.47739
- M (g mol⁻¹) = 884.07
- largest force on an atom (eV/A) = 5.4

```
84
Properties=species:S:1:pos:R:3:forces:R:3:mulliken_spin:R:1
Ir 1.203251 -0.113845 -0.817493 -0.109 0.942 -5.296 0.12
S 3.335551 -0.487245 -2.182593 -0.799 -0.173 1.693 -0.02
P -0.888649 1.252355 -0.864093 -0.049 -1.787 1.081 -0.02
P 0.537951 -0.300045 2.181207 1.182 -1.116 -0.117 0.21
Si -0.400049 -1.960945 -0.884793 -0.266 0.679 0.261 -0.01
O 0.717251 0.351055 -3.055893 -1.001 0.140 2.501 0.01
N 1.506651 0.040655 -4.045093 1.946 -0.840 -0.524 0.00
C -1.447849 1.857655 1.782407 0.102 -0.071 -0.175 -0.05
C 2.776351 -0.387845 -3.800793 -0.554 0.069 -0.080 0.00
C -0.925549 -2.253545 3.353107 0.100 0.077 0.140 0.04
C -2.757849 4.846955 -1.173593 -0.097 -0.052 0.010 0.00
C -3.616949 0.096155 -3.659093 -0.047 -0.169 -0.030 0.00
C -0.219649 3.843055 -1.681393 -0.007 -0.152 -0.005 0.00
C -3.300849 1.011155 3.051107 0.003 -0.014 0.028 -0.01
C 2.080151 -0.405945 1.168607 -0.857 0.545 0.604 0.11
C -1.220349 3.004955 -1.202093 0.770 -0.118 0.026 0.01
C -3.639749 0.178755 1.996107 -0.018 -0.040 0.163 0.07
C -0.479849 -1.791545 2.109207 0.050 0.647 0.045 0.17
C 4.123851 0.900355 0.855807 -0.132 0.348 -0.120 0.00
C -1.787149 -1.142845 -1.938293 0.736 -0.032 0.344 0.00
C -1.819649 1.055155 0.696007 -0.185 0.067 -0.111 0.08
C -3.546549 -1.286145 -3.590693 -0.113 0.166 -0.048 0.00
C 4.217751 -1.505345 0.861707 -0.019 -0.253 0.040 0.00
C 1.332451 -0.191845 3.825007 -0.465 0.260 -0.152 0.08
C 2.749551 0.003055 6.194407 -0.043 0.080 0.018 0.00
C 1.050151 0.139555 -5.307493 -0.276 0.014 -0.481 0.00
C 1.890351 1.021055 5.816107 0.086 0.085 0.112 0.00
C -2.781849 0.869055 -2.870593 0.118 0.043 0.196 -0.01
C -2.491549 3.513555 -0.930793 0.055 -0.161 0.018 0.00
C -2.312649 -3.869945 2.266607 -0.038 0.027 0.103 0.05
C -1.793149 -3.324645 3.430807 -0.074 -0.018 -0.056 -0.02
C 2.899651 -1.113545 5.386307 0.092 -0.176 -0.079 0.01
C 2.201951 -1.216645 4.199007 -0.094 0.094 -0.024 0.02
C 1.185551 0.931555 4.627307 -0.123 -0.075 -0.109 0.02
C -1.924549 -3.364445 1.036807 0.122 0.111 -0.061 -0.01
C 3.603451 -0.751445 -4.867093 -0.196 0.080 -0.026 0.00
C -0.011449 -3.687145 -1.627593 0.278 1.065 0.238 0.00
C 3.122751 -0.713445 -6.154593 -0.155 0.219 0.185 0.00
C -2.904149 0.197155 0.821207 0.140 0.249 -0.142 0.01
C 4.858051 -0.270145 0.750007 -0.444 -0.077 0.234 0.00
C -0.994949 -2.338345 0.923007 0.539 0.107 -0.845 -0.01
C -2.198049 1.845155 2.946807 -0.063 -0.082 0.271 0.05
C -0.497549 5.180255 -1.911993 0.044 0.130 -0.034 0.00
C 2.860951 -1.589045 1.085307 0.024 0.088 -0.166 0.01
C 1.826051 -0.243845 -6.374693 0.103 0.005 0.208 0.00
C 2.751851 0.853155 1.053107 0.111 -0.368 0.379 0.04
C -1.765749 5.680055 -1.667393 0.073 -0.028 -0.003 0.00
C -1.890949 0.258055 -1.999893 0.006 0.025 -0.235 0.00
C -2.624949 -1.895145 -2.752293 0.003 -0.024 0.156 0.00
H -0.831749 -4.373545 -1.452393 -0.291 -0.017 0.116 0.00
H 0.534451 1.737555 4.322307 -0.107 0.059 0.007 0.01
H -3.742749 5.235955 -0.971393 -0.121 0.057 0.013 0.00
H -3.201049 -0.431345 -0.004093 -0.064 -0.009 -0.028 0.00
H 5.927051 -0.228645 0.617807 0.132 0.002 -0.054 0.00
H 3.741151 -1.025645 -6.979493 0.079 -0.013 -0.104 0.00
H 0.275951 5.838255 -2.275093 0.097 0.041 -0.064 0.00
H 4.613051 -1.059145 -4.639593 -0.009 -0.106 0.000 0.00
H 4.796651 -2.411645 0.798507 0.085 -0.137 -0.063 0.00
H -4.496249 -0.472645 2.073707 -0.098 -0.075 0.038 0.00
H 1.772251 1.894655 6.438107 0.017 0.070 0.074 0.00
H 0.047151 0.525555 -5.411593 -0.038 -0.048 0.121 0.00
H -2.569349 -2.972445 -2.731493 0.026 -0.185 -0.038 0.00
H 1.429751 -0.174745 -7.373993 -0.127 0.045 -0.037 0.00
H -4.209349 -1.887445 -4.192693 -0.038 -0.086 -0.097 0.00
H 2.203751 1.771955 1.241607 -0.003 -0.054 -0.140 0.00
H -0.567449 -1.781845 4.256807 0.004 -0.068 0.099 0.01
H -3.263249 2.865255 -0.538693 -0.073 0.020 0.034 0.00
H -3.909349 1.026255 3.941707 -0.021 -0.019 0.117 0.00
H 2.384551 -2.550445 1.224207 -0.037 -0.065 -0.084 0.00
H -2.362049 -3.769445 0.138207 -0.070 -0.202 -0.116 0.00
H 3.314551 0.078155 7.111307 -0.007 0.022 0.081 0.00
H 0.868751 -4.127045 -1.173693 0.224 -0.052 0.143 0.00
H 0.155751 -3.638945 -2.697393 0.053 0.114 -0.225 0.00
H 2.335451 -2.080345 3.564907 -0.008 -0.136 0.049 0.00
H 4.617351 1.859655 0.803707 0.032 0.039 -0.069 0.00
H -2.071749 -3.720245 4.392807 -0.094 -0.021 0.148 0.00
H -1.984049 6.720455 -1.853293 0.009 0.090 -0.008 0.00
H -1.945749 2.501455 3.765307 0.056 0.092 0.077 0.00
H -2.823349 1.947255 -2.922993 -0.077 0.030 -0.087 0.00
H -0.620449 2.548955 1.676307 0.015 0.138 0.010 -0.01
H 0.769351 3.446755 -1.868193 0.074 0.002 -0.065 0.00
H -4.324249 0.574855 -4.316793 -0.080 0.036 -0.119 0.00
H 3.569851 -1.911145 5.669607 0.056 -0.039 0.081 0.00
H -3.023949 -4.681245 2.309207 -0.054 -0.062 0.056 0.00
```
Positions in Å, forces in eV/Å.